# 1
# C3H37O16

A cluster of 16 separate species, C3H37O16 in total (ωB97M-V/def2-TZVPD, the OMol25 dataset).

Values from the calculation:
Calculated total energy = -36473.737 eV
Energy relative to the best compared isomer or geometry (same formula, charge and spin) = 236.8 kJ/mol
Orbital gap = 8.10 eV
Molar mass = 329.313 g mol⁻¹
E_HOMO = -6.05 eV

```
! wB97M-V def2-TZVPD RIJCOSX def2/J DEFGRID3
* xyz -1 1
C 1.630 -0.074 0.945
C 0.192 -0.124 0.464
C -0.896 -0.410 1.458
O -0.126 1.159 -0.169
H 1.885 -0.956 1.528
H 1.779 0.787 1.557
H 2.351 0.064 0.094
H 0.079 -0.906 -0.310
H -1.856 -0.431 0.844
H -0.872 0.390 2.269
H -0.641 -1.385 1.823
O -4.071 -2.506 1.347
H -4.082 -1.618 1.662
H -3.196 -2.844 1.444
O 2.932 -2.095 -1.594
H 3.011 -2.835 -2.140
H 3.728 -1.944 -1.038
O 0.966 -4.360 0.535
H 1.378 -3.529 0.560
H 1.615 -4.951 0.393
O 0.092 -2.542 -2.161
H -0.310 -2.733 -1.300
H 0.946 -2.380 -1.812
O 4.113 2.411 0.472
H 4.609 2.995 -0.102
H 3.298 2.254 0.069
O -4.019 -0.154 2.610
H -4.511 0.507 3.035
H -3.211 0.283 2.329
O 1.917 2.275 -1.177
H 1.978 1.929 -2.067
H 1.206 1.768 -0.750
O 0.038 3.971 -1.728
H 0.810 3.487 -1.334
H -0.710 4.172 -1.054
O 1.969 0.075 -3.045
H 2.377 -0.487 -2.424
H 1.032 0.062 -2.974
O -2.801 2.332 2.361
H -2.831 2.158 1.476
H -3.331 3.169 2.420
O -2.657 2.042 -0.249
H -2.967 1.704 -1.089
H -1.750 1.820 -0.221
O -1.700 -0.025 -1.966
H -1.086 0.183 -1.304
H -1.193 -0.481 -2.675
O -0.175 3.055 1.850
H -1.064 2.838 2.209
H -0.039 2.330 1.212
O -3.256 -2.146 -1.786
H -2.852 -1.312 -1.738
H -2.770 -2.639 -1.159
O 4.352 -1.820 0.712
H 3.623 -1.344 1.064
H 5.064 -1.187 0.625
*
```



# 2
# C3H38CsO16

A structure of composition C3H38CsO16 (ωB97M-V/def2-TZVPD, the OMol25 dataset).

Values from the calculation:
Calculated total energy = -37032.016 eV
Orbital gap = 9.67 eV
Molar mass = 463.226 g mol⁻¹
E_HOMO = -12.28 eV

```
! wB97M-V def2-TZVPD RIJCOSX def2/J DEFGRID3
* xyz 1 1
Cs -0.161 0.547 0.699
C -2.513 -3.049 -2.609
O -2.093 -1.810 -1.930
H -3.046 -2.777 -3.541
H -1.625 -3.668 -2.761
H -3.099 -3.620 -1.914
H -2.614 -1.795 -1.125
C 0.291 0.527 -3.509
O 0.158 -0.318 -2.376
H 1.110 1.232 -3.354
H 0.415 0.073 -4.486
H -0.630 1.051 -3.677
H -0.691 -0.791 -2.271
C 3.593 -1.801 -2.870
O 2.251 -2.159 -2.591
H 3.660 -1.241 -3.806
H 4.040 -1.157 -2.076
H 4.262 -2.644 -2.950
H 1.733 -1.323 -2.617
O -2.941 1.762 2.211
H -3.099 1.296 3.056
H -2.844 2.692 2.419
O -1.927 -1.623 2.412
H -1.598 -2.004 1.596
H -2.217 -2.381 2.939
O -4.088 -1.660 0.059
H -3.467 -1.396 0.764
H -4.680 -2.314 0.509
O -1.953 3.761 -1.885
H -2.250 2.837 -1.734
H -2.754 4.166 -2.269
O 0.302 3.256 -0.979
H -0.263 4.057 -0.860
H 0.334 3.221 -1.957
O 4.123 2.428 -0.708
H 4.750 2.868 -0.109
H 3.350 2.996 -0.593
O 1.273 3.001 1.905
H 1.058 3.931 1.729
H 2.156 2.993 2.284
O 2.989 -0.142 1.606
H 3.723 -0.474 1.067
H 2.499 -0.911 1.966
O 0.879 -1.385 3.024
H -0.071 -1.549 2.957
H 0.980 -1.032 3.912
O 0.413 -2.585 -0.078
H 1.242 -2.933 0.266
H 0.630 -2.540 -1.017
O -3.003 1.136 -1.431
H -2.847 0.392 -2.061
H -3.845 0.914 -0.983
O -0.259 -0.295 5.480
H -0.934 0.009 6.110
H 0.541 0.075 5.873
O 2.562 0.923 4.234
H 3.023 0.903 3.370
H 3.168 0.329 4.679
*
```



# 3
# C3H3AgFO3

A structure of composition C3H3AgFO3 (ωB97M-V/def2-TZVPD, the OMol25 dataset).

Values from the calculation:
Calculated total energy = -15993.826 eV
Orbital gap (spin up / spin down) = 11.32 / 5.36 eV
Molar mass = 213.920 g mol⁻¹
E_HOMO (spin up / spin down) = -21.92 / -20.97 eV

```
! wB97M-V def2-TZVPD RIJCOSX def2/J DEFGRID3
* xyz 2 2
H -1.390 0.825 -1.109
O -0.539 -1.010 -0.489
O 0.950 0.132 0.567
O 0.435 -1.952 1.276
C -0.332 0.609 -0.934
C 0.216 1.355 0.243
C 0.246 -1.007 0.520
H 0.207 0.748 -1.874
F 1.126 2.271 -0.087
H -0.431 1.691 1.056
Ag -0.488 -3.663 0.831
*
```



# 4
# C3H3AgO3

A structure of composition C3H3AgO3 (ωB97M-V/def2-TZVPD, the OMol25 dataset).

Values from the calculation:
Calculated total energy = -13299.688 eV
Energy relative to the best compared isomer or geometry (same formula, charge and spin) = 0.0 kJ/mol
Orbital gap = 7.63 eV
Molar mass = 194.922 g mol⁻¹
E_HOMO = -9.18 eV

```
! wB97M-V def2-TZVPD RIJCOSX def2/J DEFGRID3
* xyz 0 1
C -1.276 0.061 -0.306
O 1.417 -0.311 -0.270
C 0.986 0.834 -0.011
C -1.373 -1.102 0.336
O -0.371 1.049 0.025
O 1.673 1.830 0.301
H -1.804 0.266 -1.241
H -0.873 -1.277 1.290
H -1.974 -1.901 -0.098
Ag 3.594 0.549 -0.026
*
```